No. 1
Density functional theory data (ωB97M-V/def2-TZVPD) for a cluster of 8 separate species, C30H83N7O9 in total in a non-equilibrium geometry.

Output
Energy relative to the best compared isomer or geometry (same formula, charge and spin) = 0.000 eV
2S+1 = 1
HOMO level = -0.334 Ha
DFT total energy = -61310.848 eV
Charge = 0
SMILES = COC[C@H](C)N.COC[C@H](C)N.COC[C@H](C)N.COC[C@H](C)N.COC[C@H](C)N.COC[C@H](C)N.COC[C@H](C)N.OCCO
Molecular weight = 686.034 Da

Last column: Löwdin charge in e.
CARTESIAN COORDINATES (ANGSTROEM)
C (-21.97949, 14.89493, -15.30368)  -0.2611
C (-23.32856, 15.29901, -14.76258)  -0.2776
O (-24.32406, 14.38744, -15.12433)  -0.1014
O (-21.93291, 14.99852, -16.70681)  -0.0627
H (-21.76459, 13.85902, -15.01208)  0.1198
H (-21.20860, 15.53654, -14.87532)  0.1176
H (-23.55081, 16.31857, -15.10458)  0.1224
H (-23.29277, 15.34439, -13.66533)  0.1067
H (-24.76006, 14.69314, -15.95358)  0.0128
H (-22.66764, 14.46511, -17.04602)  0.0580
C (-25.08840, 15.45180, -8.83991)  -0.0590
C (-25.62174, 15.68356, -10.24112)  -0.4391
C (-24.86315, 16.76151, -10.98563)  -0.1999
O (-25.58777, 17.03698, -12.17371)  -0.2225
C (-25.14986, 18.22238, -12.79719)  -0.1008
N (-25.67513, 14.38929, -10.95921)  0.0484
H (-24.01102, 15.26238, -8.87075)  0.0885
H (-25.57789, 14.56892, -8.42939)  0.0881
H (-25.25568, 16.29621, -8.17106)  0.0399
H (-26.66748, 16.01076, -10.22618)  0.1226
H (-23.85709, 16.44433, -11.29207)  0.1318
H (-24.83491, 17.65237, -10.34002)  0.1158
H (-25.59683, 18.25589, -13.78787)  0.0816
H (-24.05591, 18.24212, -12.90202)  0.0920
H (-25.44835, 19.09744, -12.20750)  0.0807
H (-24.76201, 13.93421, -10.85251)  0.0723
H (-25.64445, 14.58861, -11.96440)  0.0595
C (-26.85026, 13.73000, -19.14766)  -0.0538
C (-26.03147, 13.71984, -17.85104)  -0.4013
C (-24.84799, 12.80279, -18.00651)  -0.2231
O (-23.99778, 13.28972, -19.02657)  -0.1899
C (-23.02103, 12.35865, -19.39057)  -0.1171
N (-25.54503, 15.08322, -17.50945)  0.0506
H (-26.19005, 14.01701, -19.96967)  0.0786
H (-27.67486, 14.43795, -19.10202)  0.0622
H (-27.23794, 12.73145, -19.36062)  0.0803
H (-26.67816, 13.37167, -17.04544)  0.1343
H (-25.20078, 11.78710, -18.24034)  0.1319
H (-24.29355, 12.73577, -17.06002)  0.1174
H (-22.68324, 11.75506, -18.53487)  0.0912
H (-22.13705, 12.89721, -19.73553)  0.0912
H (-23.35010, 11.65344, -20.16189)  0.0895
H (-26.38062, 15.61479, -17.23144)  0.0442
H (-25.24565, 15.49069, -18.39245)  0.0943
C (-27.55102, 16.24716, -14.43483)  -0.0535
C (-28.42908, 15.36729, -15.31205)  -0.3855
C (-29.85667, 15.37046, -14.78099)  -0.1939
O (-30.62740, 14.48815, -15.57945)  -0.1744
C (-31.88887, 14.20306, -15.04712)  -0.1156
N (-28.39660, 15.90567, -16.69525)  0.0645
H (-27.95377, 17.25860, -14.37342)  0.0527
H (-26.56654, 16.25984, -14.90937)  0.0705
H (-27.40501, 15.85077, -13.43279)  0.0779
H (-28.06732, 14.33756, -15.28827)  0.1362
H (-30.22976, 16.40168, -14.80334)  0.1078
H (-29.86039, 15.01697, -13.73940)  0.1327
H (-31.87833, 14.02303, -13.96283)  0.0606
H (-32.27955, 13.28575, -15.49685)  0.0924
H (-32.63958, 14.98802, -15.22847)  0.0760
H (-28.77695, 16.85162, -16.63640)  0.0434
H (-29.07381, 15.36881, -17.23420)  0.0788
C (-26.67661, 18.31645, -8.03580)  -0.0458
C (-26.72160, 19.25165, -9.22849)  -0.4306
C (-27.58586, 18.77087, -10.34674)  -0.2017
O (-27.36662, 19.62253, -11.46480)  -0.2097
C (-28.35537, 19.47118, -12.43464)  -0.1130
N (-27.27648, 20.56042, -8.76552)  0.0364
H (-27.68296, 18.01901, -7.74490)  0.0954
H (-26.12683, 18.79146, -7.22555)  0.0866
H (-26.12999, 17.40120, -8.28701)  0.0168
H (-25.70305, 19.47523, -9.57574)  0.1309
H (-28.63418, 18.82531, -10.03302)  0.1389
H (-27.32328, 17.74339, -10.63562)  0.1035
H (-28.10149, 20.14555, -13.25634)  0.0866
H (-29.36238, 19.79187, -12.12673)  0.1000
H (-28.42316, 18.43397, -12.78193)  0.0779
H (-26.71898, 20.91771, -7.99953)  0.0620
H (-27.23725, 21.23861, -9.51684)  0.0653
C (-37.01460, 19.64178, -13.35349)  -0.0592
C (-35.72931, 19.09079, -13.97586)  -0.4355
C (-35.58969, 17.59701, -13.91845)  -0.2310
O (-35.33310, 17.22451, -12.59112)  -0.1742
C (-35.23074, 15.82363, -12.43384)  -0.1165
N (-35.46599, 19.59224, -15.35295)  0.0276
H (-37.89413, 19.32666, -13.92697)  0.0786
H (-36.97512, 20.73089, -13.31910)  0.0731
H (-37.14967, 19.28520, -12.33083)  0.0790
H (-34.92179, 19.54631, -13.38466)  0.1307
H (-34.78557, 17.27351, -14.59426)  0.1146
H (-36.54468, 17.14528, -14.24571)  0.1340
H (-34.35003, 15.43171, -12.96630)  0.0744
H (-36.11840, 15.29482, -12.79953)  0.0884
H (-35.10072, 15.59713, -11.38160)  0.0732
H (-35.72571, 20.57333, -15.38679)  0.0743
H (-36.08305, 19.13079, -16.01894)  0.0773
C (-32.55779, 12.94424, -11.44620)  -0.0771
C (-33.86226, 12.28367, -11.85121)  -0.4410
C (-33.76835, 10.77090, -11.75196)  -0.2198
O (-34.93748, 10.22615, -12.32917)  -0.1944
C (-34.86271, 8.83708, -12.50494)  -0.1190
N (-35.02539, 12.84968, -11.12890)  0.0578
H (-32.27353, 12.78512, -10.39995)  0.0831
H (-32.64967, 14.03104, -11.53561)  0.0691
H (-31.74041, 12.61717, -12.08818)  0.0729
H (-33.98267, 12.51220, -12.91702)  0.1328
H (-33.64517, 10.44935, -10.70857)  0.1349
H (-32.89861, 10.44334, -12.34339)  0.1290
H (-34.05832, 8.56631, -13.20035)  0.0886
H (-35.82262, 8.50371, -12.89392)  0.0879
H (-34.68242, 8.29682, -11.56495)  0.0891
H (-35.75373, 12.14531, -11.26470)  0.0709
H (-34.81941, 12.77821, -10.13072)  0.0791
C (-32.04451, 18.17732, -16.34648)  -0.0503
C (-31.40947, 19.02084, -15.25512)  -0.4311
C (-30.15930, 19.68708, -15.77553)  -0.2176
O (-29.18189, 18.69650, -16.01783)  -0.2436
C (-28.05328, 19.24799, -16.64152)  -0.1060
N (-32.32247, 20.02593, -14.66728)  0.0531
H (-32.65294, 18.80787, -16.99854)  0.0841
H (-32.70590, 17.39982, -15.95070)  0.0574
H (-31.29742, 17.62568, -16.92229)  0.0751
H (-31.05963, 18.36933, -14.44491)  0.1234
H (-29.71286, 20.40856, -15.07387)  0.1210
H (-30.38149, 20.29205, -16.67389)  0.1357
H (-27.28611, 18.47905, -16.74889)  0.0819
H (-27.60818, 20.05489, -16.04735)  0.0929
H (-28.29468, 19.59747, -17.65224)  0.0976
H (-33.26844, 19.69543, -14.87116)  0.0180
H (-32.26606, 20.84852, -15.27298)  0.0710

---

No. 2
Density functional theory data (ωB97M-V/def2-TZVPD) for a cluster of 12 separate species, C30H84N2O12 in total in a non-equilibrium geometry.

Output
Energy relative to the best compared isomer or geometry (same formula, charge and spin) = 11.420 eV
2S+1 = 1
HOMO level = -0.297 Ha
DFT total energy = -60010.647 eV
Charge = 0
SMILES = NC(N)=O.CC(C)O.CC(C)O.CC(C)O.CC(C)O.CC(C)O.CC(C)O.CC(C)O.CC(C)O.CC(C)O.CO.CO
Molecular weight = 665.004 Da

Last column: Löwdin charge in e.
CARTESIAN COORDINATES (ANGSTROEM)
C (5.42948, -0.60231, 11.38077)  -0.1818
O (4.48447, -1.50482, 11.77958)  -0.0861
H (6.34777, -1.02714, 11.08696)  0.0736
H (5.55851, 0.20110, 12.12849)  0.0615
H (5.08701, 0.00498, 10.52320)  0.0688
H (3.86710, -1.02271, 12.23252)  -0.0357
C (1.29480, -3.35140, 10.94924)  -0.1762
O (1.80219, -4.63336, 10.57727)  -0.1397
H (2.06628, -2.72598, 11.48044)  0.0811
H (0.48219, -3.28853, 11.59526)  0.0439
H (0.94523, -2.85301, 10.07097)  0.0469
H (2.74722, -4.41368, 10.20385)  0.1217
C (2.05062, 0.46436, 11.35553)  -0.5951
O (1.03083, -0.35787, 11.05489)  -0.0535
N (2.78257, 0.48830, 12.44512)  0.1580
N (2.28716, 1.49410, 10.67488)  0.2126
H (2.43103, -0.24552, 13.12718)  0.0874
H (3.38525, 1.25908, 12.81031)  0.1029
H (1.71513, 1.49316, 9.81781)  0.0924
H (3.02865, 2.16517, 10.82995)  0.0547
C (3.97802, 5.93321, 8.67809)  -0.0227
C (4.36677, 4.44784, 8.77431)  -0.6491
C (4.13217, 3.84276, 10.10729)  -0.0651
O (3.99493, 3.66056, 7.86658)  0.0474
H (4.45255, 6.49437, 9.50197)  0.0814
H (2.87378, 6.07011, 8.74497)  0.0838
H (4.31260, 6.29666, 7.71536)  0.0717
H (5.49909, 4.42126, 8.75160)  0.1522
H (3.03789, 3.81728, 10.25957)  0.0665
H (4.64432, 4.48066, 10.87794)  0.1041
H (4.60373, 2.91300, 10.23304)  0.0568
H (4.75524, 3.65382, 7.29526)  0.1211
C (-2.75601, 4.09284, 12.76847)  -0.0486
C (-2.34180, 3.08649, 11.71257)  -0.6405
C (-1.11746, 2.26451, 12.13774)  -0.0435
O (-3.22364, 2.23040, 11.44381)  0.0088
H (-1.96394, 4.83831, 13.03115)  0.0728
H (-3.02813, 3.59751, 13.78124)  0.1109
H (-3.63562, 4.62223, 12.41936)  0.0699
H (-2.13715, 3.63256, 10.79913)  0.1388
H (-1.32343, 1.59024, 12.94342)  0.0719
H (-0.31538, 2.97088, 12.39267)  0.0719
H (-0.78681, 1.69650, 11.28819)  0.0466
H (-3.27040, 1.58424, 12.17886)  0.1166
C (5.60557, 2.95889, 13.29891)  -0.0342
C (4.56618, 3.86323, 13.80343)  -0.6956
C (3.18365, 3.41227, 13.51113)  -0.0227
O (4.60794, 4.09408, 15.01729)  0.0616
H (5.58276, 2.84054, 12.19943)  0.0814
H (5.58505, 2.01655, 13.81879)  0.0515
H (6.56903, 3.39871, 13.53903)  0.0946
H (4.78032, 4.80839, 13.27223)  0.1404
H (2.53209, 4.23551, 13.66558)  0.0832
H (2.81235, 2.63500, 14.16197)  0.0751
H (2.95164, 3.09017, 12.51178)  0.0417
H (5.53480, 4.05367, 15.29834)  0.1339
C (0.51851, 2.88130, 8.64767)  -0.0190
C (0.43795, 1.64800, 7.75442)  -0.6172
C (0.94901, 1.85714, 6.36035)  -0.0214
O (0.99787, 0.66872, 8.25978)  0.0214
H (0.04770, 2.68561, 9.57929)  0.0569
H (0.05808, 3.73389, 8.18861)  0.0923
H (1.50522, 3.16984, 8.76060)  0.0379
H (-0.64141, 1.42352, 7.67355)  0.1442
H (2.00172, 2.01525, 6.32746)  0.0709
H (0.44887, 2.74035, 6.00379)  0.0803
H (0.63935, 1.08737, 5.67088)  0.0867
H (1.07980, -0.00445, 7.64680)  0.0767
C (3.39130, -0.87623, 6.50621)  -0.0343
C (3.83936, -1.98178, 7.44211)  -0.6113
C (3.30217, -1.71688, 8.87132)  -0.0100
O (3.57804, -3.15450, 7.09259)  0.0354
H (3.21701, 0.05229, 6.97334)  0.0393
H (2.48501, -1.03944, 5.89685)  0.0990
H (4.21796, -0.68542, 5.88596)  0.0600
H (4.90462, -1.88360, 7.40455)  0.1270
H (3.65720, -2.25730, 9.71059)  0.0505
H (2.24147, -1.79588, 8.86879)  0.0663
H (3.65592, -0.72539, 9.06901)  0.0589
H (4.26069, -3.47575, 6.44802)  0.1499
C (0.39283, 7.84523, 11.29967)  -0.0292
C (1.24041, 6.61667, 11.59401)  -0.6104
C (0.64966, 5.31831, 11.05978)  -0.0248
O (2.42618, 6.68225, 11.14404)  0.0038
H (0.42457, 8.20943, 10.27296)  0.0822
H (0.79195, 8.64346, 11.95730)  0.0875
H (-0.63758, 7.58521, 11.55657)  0.0798
H (1.29534, 6.61501, 12.65087)  0.1255
H (-0.35609, 5.21533, 11.41201)  0.0470
H (1.15938, 4.36413, 11.28878)  0.0670
H (0.48416, 5.37386, 9.99784)  0.0767
H (3.03617, 7.01664, 11.77474)  0.1073
C (0.82276, 0.49164, 15.03275)  -0.0038
C (0.98736, -1.01408, 14.80920)  -0.6240
C (-0.16356, -1.62004, 14.02405)  -0.0140
O (2.06204, -1.34454, 14.27325)  -0.0122
H (1.74261, 0.83629, 15.47810)  0.0593
H (0.04436, 0.76533, 15.67581)  0.0689
H (0.76206, 0.89415, 14.02481)  0.0642
H (0.97757, -1.47752, 15.74480)  0.1233
H (-1.04981, -1.24585, 14.49856)  0.0789
H (-0.22392, -2.68675, 14.06823)  0.0807
H (-0.03569, -1.23260, 13.01195)  0.0577
H (2.75957, -1.47465, 14.94350)  0.0904
C (-3.10268, -0.80274, 8.80215)  -0.0355
C (-1.93007, -0.45988, 9.68564)  -0.6475
C (-2.30096, -0.84690, 11.19483)  -0.0302
O (-0.93276, -1.12619, 9.50489)  0.0076
H (-2.86325, -0.51672, 7.72809)  0.0950
H (-4.07121, -0.34876, 9.09961)  0.0841
H (-3.25478, -1.86241, 8.94146)  0.0751
H (-1.67874, 0.59974, 9.58447)  0.1226
H (-1.71912, -0.28104, 11.89316)  0.0107
H (-2.21134, -1.92210, 11.48093)  0.0979
H (-3.35383, -0.54444, 11.45000)  0.0740
H (-0.23534, -0.72007, 9.98473)  0.0246
C (4.82618, 0.06594, 15.37036)  -0.0176
C (4.79237, -0.99880, 16.46090)  -0.6183
C (4.89861, -0.44251, 17.88799)  -0.0263
O (3.74072, -1.65832, 16.37227)  0.0169
H (5.70115, 0.62853, 15.53462)  0.0608
H (3.96109, 0.76605, 15.44541)  0.0943
H (4.83772, -0.38096, 14.37975)  0.0741
H (5.58928, -1.77927, 16.38724)  0.1584
H (3.96522, -0.01855, 18.13122)  0.0656
H (5.71509, 0.35471, 17.91205)  0.1008
H (5.27082, -1.21292, 18.60276)  0.0904
H (3.93873, -2.45415, 16.82076)  0.1283

---

> Among the records above, which one has the highest energy relative to the best compared isomer or geometry (same formula, charge and spin)?

C30H84N2O12

---

> HOMO level of number 1 (C30H83N7O9)?

-0.334 Ha

---

> Which of these has the lowest DFT total energy?

C30H83N7O9